A 3-piece molecular cluster, C38H78ClFN4O6PS overall in a non-equilibrium geometry. Source: the Open Molecules 2025 dataset; level of theory: ωB97M-V/def2-TZVPD.

```
130
Properties=species:S:1:pos:R:3:forces:R:3
Cl -5.948817 -2.624040 -3.148391 0.080 0.160 -0.111
S 0.504758 -2.136472 -2.706983 0.228 -0.347 -0.359
P -2.228039 3.290628 3.150597 -0.258 1.690 1.945
F -4.690830 -3.848941 0.761144 0.202 0.189 -0.364
O -0.088246 0.574021 2.003199 0.136 0.557 -0.373
O -1.631048 2.412610 -3.662149 -0.234 0.571 0.639
O -2.413754 4.463463 4.009224 -0.410 0.649 0.073
O -0.717215 3.214897 2.689013 -0.490 -0.865 -0.572
O -4.725335 -4.907014 -1.210823 0.809 2.462 2.198
O -2.580915 1.973808 3.987074 0.464 -0.213 -1.188
N 5.245488 2.068490 2.357413 0.111 -0.060 0.135
N 5.026184 -4.756291 -3.681921 0.136 0.069 -0.154
N -1.003365 -1.695460 -0.433317 -0.420 -0.514 -1.210
N -4.643090 -0.612243 -0.780387 -0.498 0.693 0.448
C 6.514675 1.808606 1.698448 0.124 -0.079 -0.279
C 5.357761 -7.046365 -2.581559 0.122 -0.051 -0.003
C -2.922559 2.788920 -4.125192 0.520 -0.843 -1.016
C -3.487360 -1.521788 -0.423326 0.581 -0.877 -0.114
C -4.522458 -0.022989 -2.161068 1.020 0.341 -0.587
C -3.463060 -2.879456 -1.102109 -0.449 0.033 0.257
C 3.876147 -3.901966 -1.647844 0.037 -0.009 0.038
C -0.370506 -1.957810 -1.449456 -0.127 0.652 1.020
C 5.884657 3.744226 4.188949 0.059 -0.046 0.112
C -3.757914 2.148010 4.808814 -0.338 -1.052 0.185
C -3.894141 1.679341 -3.812991 -0.763 0.320 0.529
C -0.688577 0.878803 0.748805 0.890 -0.213 0.821
C 3.755159 -4.450756 -3.061809 -0.156 -0.070 0.185
C 7.401145 3.009436 1.341408 0.110 -0.079 0.012
C -0.972563 3.500859 -3.012015 -0.132 -0.685 -0.254
C -3.318754 1.031628 0.835132 0.855 1.371 0.230
C 5.892680 -5.651406 -2.933138 0.112 -0.053 0.296
C 0.825523 -0.506193 1.977573 -0.165 -0.290 1.264
C -4.502415 0.814274 4.923619 -0.355 0.471 -0.182
C -2.033403 0.174866 0.648559 -0.855 -0.389 -1.012
C 5.322145 2.379029 3.775321 -0.127 0.067 0.188
C -6.775213 -1.991396 -1.701876 -0.622 -0.640 0.303
C 4.028077 2.446042 0.221508 0.019 0.025 -0.010
C -3.957306 1.380313 -2.306026 -0.590 -0.183 -0.615
C -6.001563 -1.259003 -0.585367 0.231 -0.839 -0.091
C -3.210556 2.570443 0.520614 -0.837 -0.542 -0.319
C 0.976002 4.937419 2.411718 -0.305 0.463 0.313
C 4.128912 -6.264867 -5.550094 0.075 -0.029 -0.110
C 4.327532 2.924033 1.636197 0.033 0.157 -0.224
C -7.569603 -3.151888 -1.067190 -0.302 0.422 -0.512
C -4.640823 0.444101 0.332681 0.095 0.033 0.267
C -3.377208 3.468961 1.758676 0.874 -0.979 -0.838
C -2.154828 -0.773183 -0.576509 0.870 0.646 1.156
C 3.009770 -0.094954 3.206794 -0.094 0.307 0.141
C 4.919233 -5.027891 -5.105793 -0.074 0.103 -0.205
C 1.569121 -0.559853 3.312856 0.419 -0.556 -0.248
C -4.363180 -3.950247 -0.546870 -0.967 -2.799 -2.502
C -0.318030 4.349656 1.895067 0.327 0.304 -0.364
H 3.256248 -3.687888 -3.668172 0.060 -0.077 -0.164
H 3.081122 -5.322923 -3.040463 -0.069 0.044 0.012
H 6.172764 -5.150914 -2.002883 -0.086 0.048 -0.006
H -4.388378 3.342981 2.131588 -0.126 -0.002 0.339
H -7.808201 -2.944358 -0.029629 0.128 -0.142 0.258
H -0.723601 4.259527 -3.747301 0.164 0.303 0.067
H 4.687637 -7.185013 -5.388251 -0.043 -0.022 0.074
H 1.574457 -0.421940 1.188730 -0.200 0.083 -0.426
H -4.604074 0.518124 5.957228 0.240 -0.374 0.193
H -0.084275 3.096622 -2.545649 0.335 -0.002 -0.071
H 7.087736 1.111630 2.314098 -0.077 0.047 0.142
H -7.540866 -1.335375 -2.083515 0.178 0.558 -0.288
H 8.141995 2.707898 0.598474 -0.011 -0.012 -0.003
H 3.380137 2.944969 2.182940 0.074 0.032 0.160
H -2.868233 2.868988 -5.211044 -0.027 0.230 -0.178
H -4.057113 0.036693 4.314419 0.301 -0.185 0.139
H 3.166841 -6.347603 -5.043589 0.007 0.005 0.030
H 1.611278 5.275163 1.604164 0.285 -0.215 -0.225
H -1.599112 3.912992 -2.221875 -0.172 0.226 0.050
H -1.075487 5.125594 1.909934 -0.295 0.054 0.179
H -3.453704 2.488689 5.785668 0.210 0.321 0.103
H 4.908983 2.480960 -0.419823 -0.012 -0.016 -0.009
H -5.893252 -1.918696 0.266877 0.266 -0.237 0.061
H 3.927807 -6.202676 -6.621434 0.001 0.022 0.003
H -5.457888 -0.023124 -2.701942 -0.499 -0.225 0.409
H -2.976548 1.538696 -1.880480 0.065 -0.064 0.261
H 2.887706 -3.621789 -1.278744 -0.009 -0.009 0.007
H -4.441143 2.860766 4.374723 0.096 0.535 -0.106
H 4.309077 2.291766 4.183155 -0.022 0.041 -0.098
H -5.321578 1.223779 0.019827 -0.058 0.193 -0.243
H 1.486244 4.255168 3.078254 0.225 -0.265 -0.117
H -2.489909 -3.349227 -1.003925 0.384 0.260 0.361
H 7.951893 3.381875 2.203055 -0.063 0.089 0.011
H -3.587667 -2.812488 -2.172393 -0.345 -0.141 -0.225
H 5.896564 1.593244 4.272631 0.069 -0.035 -0.097
H -4.072729 2.808850 -0.094755 -0.025 0.186 -0.204
H 0.016962 0.562239 -0.017187 -0.189 -0.134 -0.464
H 3.272317 3.091482 -0.230880 -0.001 0.020 0.011
H 6.834238 -5.756018 -3.476570 -0.072 0.034 -0.147
H 4.463208 -4.148322 -5.572135 -0.045 0.027 0.094
H -2.031155 -0.541613 1.464100 0.114 -0.057 0.324
H 4.283701 -4.637096 -0.953462 0.004 0.010 0.003
H 5.926506 -5.081042 -5.526042 0.048 -0.038 0.105
H 3.101566 0.877639 2.732632 -0.037 0.048 -0.048
H 4.681191 3.966519 1.584042 -0.091 0.024 -0.008
H 3.643417 1.425094 0.225217 0.047 -0.066 0.027
H -3.883295 -0.689776 -2.725852 0.073 -0.274 -0.029
H 5.960889 -7.476886 -1.779969 0.003 0.016 0.004
H 5.653722 3.929625 5.239719 -0.021 -0.012 -0.005
H -5.520229 0.947688 4.566439 -0.200 -0.034 -0.117
H 6.968354 3.784105 4.093548 -0.001 0.045 -0.078
H 6.830287 3.834291 0.912698 -0.027 -0.006 0.013
H -6.686662 -0.502901 -0.229359 -0.008 0.474 -0.121
H 1.613566 -1.607516 3.600042 -0.154 -0.201 0.218
H -2.020248 -0.245445 -1.517035 -0.383 0.032 -0.200
H -3.294345 4.498603 1.436834 0.035 0.337 0.119
H 6.311021 1.252073 0.779861 -0.085 0.042 -0.006
H -8.518338 -3.210149 -1.586383 -0.206 -0.120 -0.120
H 5.453557 4.563371 3.612731 -0.001 -0.011 -0.027
H -2.365182 2.824817 -0.107861 0.367 0.074 0.192
H 1.020406 -0.053615 4.098842 -0.197 0.279 -0.039
H 0.747880 5.827533 2.986978 -0.007 0.094 0.293
H 5.417785 -7.732088 -3.424643 -0.107 0.001 -0.018
H -4.884713 2.030744 -4.099518 -0.153 -0.018 -0.257
H -3.729166 0.782172 -4.401172 0.472 -0.105 -0.111
H -0.230723 4.047105 0.852539 0.122 -0.387 -0.086
H 3.608649 -0.797493 2.636247 0.055 -0.095 -0.234
H -4.693491 2.073493 -1.918484 0.196 0.332 0.447
H 4.510185 -3.014353 -1.624668 0.049 -0.031 -0.015
H -5.131190 -0.020855 1.177836 -0.047 -0.485 0.068
H -0.712706 1.959411 0.707148 -0.386 0.130 -0.082
H -3.606426 -1.701308 0.640790 -0.100 -0.024 0.224
H -7.082036 -4.103791 -1.220059 0.272 -0.147 0.381
H 4.325185 -7.019065 -2.230492 -0.008 0.025 -0.013
H 3.476501 -0.021907 4.182362 0.073 0.029 0.231
H -3.256578 3.757323 -3.762312 0.039 0.086 0.446
H 0.265343 -1.436023 1.901847 -0.050 -0.218 -0.530
H -3.417004 1.076562 1.915579 -0.307 -0.406 0.213
```
Positions in Å, forces in eV/Å.

Summary:
- Energy: -94273.1889 eV
- Charge: +1
- Relative energy (zero: lowest compared OMol25 entry of this formula, charge and spin): 0.00 kJ/mol
- LUMO energy: -2.49 eV
- HOMO-LUMO gap: 0.25770 hartree

Löwdin population analysis, charges in e, atoms 1 to 2: Cl 0.7454; S 0.8490